No. 1
Below is a structure of composition C31H42BN7S4SbSe4Sm, with properties calculated with the ωB97M-V functional and the def2-TZVPD basis.

The geometry in XYZ format:
```
91
Properties=species:S:1:pos:R:3:mulliken_spin:R:1
Sm 1.313 -0.560 -0.069 5.112
C 2.580 1.511 4.189 -0.002
C 1.449 1.082 5.139 0.000
C 1.776 -0.344 5.740 -0.001
C 1.437 2.070 6.262 0.000
N 0.168 1.186 4.359 0.000
C -0.778 2.190 4.601 0.000
C -1.737 2.116 3.676 0.000
N -1.363 1.067 2.823 -0.002
B -2.305 0.693 1.711 0.005
N -2.137 1.866 0.699 -0.001
C -3.284 2.455 0.087 0.001
C -2.858 3.542 -0.665 -0.001
N -1.493 3.633 -0.379 0.000
C -1.047 2.544 0.324 -0.002
S 0.631 2.146 0.508 -0.014
C -0.751 4.765 -1.039 0.000
C -0.359 4.339 -2.382 0.001
C -1.683 5.981 -1.096 0.000
C 0.452 5.257 -0.228 0.000
N -2.379 -0.721 1.220 -0.005
C -3.192 -1.568 1.925 0.001
C -3.398 -2.672 1.183 0.000
N -2.819 -2.408 -0.055 0.001
C -2.173 -1.264 0.010 -0.001
S -1.346 -0.531 -1.335 -0.010
C -3.135 -3.275 -1.293 0.001
C -3.745 -4.590 -0.695 0.000
C -4.004 -2.446 -2.176 0.000
C -1.847 -3.582 -1.971 -0.001
C -0.232 0.469 3.291 -0.002
S 0.669 -0.866 2.644 -0.015
H 3.536 1.472 4.738 0.000
H 2.402 2.522 3.886 0.000
H 2.655 0.912 3.309 0.002
H 2.342 -0.276 6.640 0.000
H 2.292 -0.915 4.970 0.001
H 0.859 -0.783 5.856 0.000
H 2.408 1.966 6.798 0.000
H 0.627 1.967 7.050 0.000
H 1.380 3.090 5.851 0.000
H -0.658 2.825 5.467 0.000
H -2.561 2.722 3.277 0.000
H -3.485 0.860 2.118 0.000
H -4.246 1.957 0.163 0.000
H -3.389 4.150 -1.261 0.000
H -1.290 4.090 -2.956 0.000
H 0.270 3.429 -2.299 0.000
H 0.116 5.132 -2.921 0.000
H -2.535 5.798 -1.719 0.000
H -1.185 6.874 -1.556 0.000
H -1.976 6.318 -0.107 0.000
H 1.459 4.842 -0.589 0.000
H 0.437 5.183 0.788 0.000
H 0.565 6.323 -0.402 0.000
H -3.372 -1.451 2.989 0.000
H -3.795 -3.591 1.581 0.000
H -4.754 -4.552 -0.364 0.000
H -3.081 -4.992 0.120 0.000
H -3.660 -5.264 -1.518 0.000
H -4.805 -2.027 -1.529 0.000
H -4.538 -2.950 -3.032 0.000
H -3.450 -1.582 -2.476 0.000
H -1.286 -4.239 -1.336 0.000
H -1.210 -2.739 -2.336 0.000
H -2.270 -4.050 -2.877 0.000
C 2.277 0.857 -3.414 0.002
C 2.254 -0.592 -3.751 0.000
C 2.791 -0.959 -4.942 0.000
C 3.120 -2.284 -5.093 0.000
C 2.725 -3.283 -4.206 0.000
C 2.788 -4.701 -4.552 0.000
C 2.362 -5.613 -3.681 0.000
C 2.024 -5.116 -2.345 0.000
C 1.864 -3.773 -2.012 -0.001
S 1.338 -3.387 -0.395 -0.011
C 2.163 -2.803 -3.014 0.000
N 1.918 -1.422 -2.756 -0.009
H 3.278 1.085 -2.933 -0.001
H 1.496 1.086 -2.694 0.001
H 2.025 1.449 -4.242 0.000
H 3.091 -0.331 -5.730 0.000
H 3.686 -2.397 -6.035 0.000
H 3.144 -4.873 -5.571 0.000
H 2.417 -6.633 -3.957 0.000
H 1.809 -5.941 -1.586 0.000
Se 5.799 -2.458 -2.251 -0.001
Sb 5.440 -1.245 -0.245 -0.002
Se 6.832 -1.631 1.589 -0.001
Se 3.974 0.600 -0.357 -0.019
Se 3.175 -2.737 0.840 -0.020
```

Output
- <S²> = 8.77
- HOMO (alpha / beta) (eV) = -7.04 / -7.05
- frontier orbital gap (alpha / beta) (eV) = 6.517 / 6.599
- multiplicity = 6
- LUMO (alpha / beta) (eV) = -0.53 / -0.45

---

No. 2
Below is a cluster of 2 separate species, C37H43F3N4O2S in total, with properties calculated with the ωB97M-V functional and the def2-TZVPD basis.

The geometry in XYZ format:
```
90
Properties=species:S:1:pos:R:3:lowdin_charge:R:1
C 2.205 2.433 2.237 -0.055
C 1.916 2.549 0.756 -0.379
C 3.008 3.345 0.044 -0.050
C 0.545 3.151 0.513 -0.112
C 0.296 4.462 0.937 -0.006
C -0.887 5.091 0.563 -0.035
C -1.817 4.469 -0.265 -0.012
C -1.619 3.154 -0.685 -0.113
C -2.657 2.441 -1.545 -0.385
C -3.392 3.385 -2.493 -0.068
C -3.639 1.633 -0.710 -0.037
C -0.420 2.516 -0.301 -0.091
N -0.116 1.205 -0.817 0.030
N 0.005 0.936 -2.110 0.228
N 0.489 -0.314 -2.138 0.024
C 1.074 -0.777 -3.356 -0.090
C 2.459 -1.023 -3.391 -0.120
C 3.423 -0.570 -2.280 -0.370
C 4.274 0.589 -2.801 -0.054
C 4.288 -1.724 -1.782 -0.052
C 2.975 -1.616 -4.540 -0.016
C 2.117 -1.861 -5.609 -0.040
C 0.764 -1.521 -5.597 -0.015
C 0.224 -0.926 -4.465 -0.116
C -1.271 -0.560 -4.414 -0.380
C -2.112 -1.787 -4.091 -0.046
C -1.708 0.115 -5.714 -0.060
C 0.485 -0.920 -0.881 -0.169
C 0.640 -2.369 -0.762 0.025
C 0.029 0.021 -0.036 -0.187
C -0.787 0.011 1.148 -0.426
H 1.427 1.843 2.709 0.059
H 3.184 1.967 2.423 0.100
H 2.173 3.400 2.745 0.089
H 1.899 1.528 0.359 0.110
H 2.782 3.423 -1.026 0.083
H 3.091 4.354 0.474 0.086
H 3.983 2.852 0.142 0.083
H 1.038 4.961 1.545 0.117
H -1.093 6.086 0.933 0.111
H -2.740 4.966 -0.540 0.112
H -2.102 1.728 -2.170 0.097
H -2.674 3.979 -3.065 0.089
H -3.966 2.809 -3.233 0.085
H -4.052 4.060 -1.931 0.081
H -3.104 0.941 -0.053 0.059
H -4.210 2.306 -0.061 0.097
H -4.308 1.045 -1.358 0.092
H 2.839 -0.210 -1.421 0.117
H 3.638 1.380 -3.212 0.086
H 4.891 1.031 -2.014 0.080
H 4.951 0.244 -3.596 0.086
H 3.664 -2.558 -1.451 0.069
H 4.911 -2.118 -2.592 0.079
H 4.930 -1.407 -0.952 0.093
H 4.040 -1.842 -4.569 0.119
H 2.509 -2.356 -6.480 0.106
H 0.104 -1.708 -6.443 0.116
H -1.404 0.172 -3.610 0.093
H -1.751 -2.271 -3.175 0.071
H -3.173 -1.529 -3.969 0.088
H -1.997 -2.523 -4.896 0.090
H -1.094 1.001 -5.901 0.091
H -1.591 -0.575 -6.557 0.073
H -2.749 0.440 -5.657 0.083
H 0.412 -2.691 0.273 0.078
H -0.077 -2.892 -1.408 0.098
H 1.619 -2.751 -1.071 0.082
H -1.707 -0.514 0.845 0.097
H -1.066 1.013 1.442 0.108
F 2.276 -0.585 2.294 0.055
C 1.218 -0.728 3.149 -0.770
F 1.496 -1.839 3.906 0.062
F 1.208 0.349 3.990 0.073
S -0.318 -1.185 2.307 1.112
N -1.034 -1.950 5.150 0.080
C -1.766 -1.406 6.182 -0.485
O -2.117 -0.258 6.337 0.033
C -2.064 -2.572 7.092 -0.109
C -1.591 -3.725 6.479 -0.114
C -1.711 -4.969 7.083 -0.021
C -2.311 -5.017 8.353 -0.092
C -2.817 -3.841 8.952 -0.095
C -2.707 -2.600 8.316 -0.026
C -1.034 -3.332 5.152 -0.472
O -0.688 -4.109 4.248 -0.013
H -1.321 -5.846 6.572 0.109
H -2.385 -5.966 8.886 0.090
H -3.283 -3.883 9.945 0.094
H -3.069 -1.659 8.714 0.110
```

Output
- HOMO (eV) = -6.53
- frontier orbital gap (eV) = 5.071
- LUMO (eV) = -1.46

---

No. 3
Below is a structure of composition C20H21N3O3, with properties calculated with the ωB97M-V functional and the def2-TZVPD basis.

The geometry in XYZ format:
```
47
Properties=species:S:1:pos:R:3:lowdin_charge:R:1
C 5.164 -2.654 -3.992 0.018
H 5.099 -1.740 -4.711 0.122
H 4.252 -3.301 -4.343 0.136
H 6.144 -3.019 -3.960 0.061
O 4.990 -1.865 -2.733 0.012
C 3.824 -1.455 -2.610 -0.901
O 3.104 -1.398 -3.438 0.197
N 3.578 -0.915 -1.470 0.014
N 2.517 -0.262 -1.075 0.081
C 2.421 0.113 0.278 -0.054
C 1.219 0.676 0.568 -0.166
C 1.102 1.235 1.833 -0.003
N -0.004 2.080 2.179 -0.018
C -0.765 1.836 0.861 -0.095
C -1.908 2.551 0.411 0.007
C -2.191 2.163 -0.793 -0.204
C -1.378 1.642 -1.597 -0.121
C -0.170 1.027 -1.302 -0.016
C -0.010 1.261 -0.073 -0.232
H 0.412 0.431 -2.027 0.140
H -1.756 1.550 -2.841 0.187
H -3.175 2.462 -1.223 0.141
H -2.621 2.870 1.116 0.104
C -0.631 2.141 3.385 -0.263
H -0.012 2.900 3.734 0.113
C -1.390 1.191 4.165 -0.196
C -2.267 0.530 3.439 -0.152
O -1.841 -0.463 2.322 0.006
C -2.248 -0.920 1.316 -0.562
C -1.536 -1.490 0.415 0.021
C -2.158 -1.887 -0.956 -0.057
C -3.392 -1.569 -1.212 -0.202
C -4.268 -1.095 -0.192 -0.026
C -3.601 -0.568 1.068 0.029
H -4.282 -0.160 1.762 0.073
H -5.427 -1.033 -0.474 0.130
H -3.880 -1.851 -2.165 0.104
H -1.423 -2.586 -1.462 0.124
H -0.507 -1.639 0.527 0.095
H -2.974 0.988 2.688 0.124
H -3.020 -0.225 4.167 0.210
H -0.457 0.174 4.424 0.252
H -1.657 1.538 5.034 0.077
H -1.290 3.121 3.214 0.184
H 1.759 1.095 2.730 0.139
H 3.138 -0.059 1.081 0.119
H 4.351 -1.164 -0.584 0.251
```

Output
- HOMO (eV) = -7.18
- frontier orbital gap (eV) = 7.697
- LUMO (eV) = 0.52

---

No. 4
Below is the ion C24H43N4O8S with charge -1, with properties calculated with the ωB97M-V functional and the def2-TZVPD basis.

The geometry in XYZ format:
```
80
Properties=species:S:1:pos:R:3:lowdin_charge:R:1
C 3.095 -5.692 3.289 0.014
C 1.947 -5.915 2.334 -0.514
O 1.009 -6.627 2.623 0.100
O 2.063 -5.227 1.171 -0.003
C 1.629 -5.956 0.021 -0.186
C 1.431 -4.950 -1.124 -0.175
C 0.002 -4.383 -1.154 -0.184
C 0.035 -2.898 -1.591 -0.194
C -1.185 -2.074 -1.096 -0.179
C -0.686 -0.734 -0.575 -0.141
C -1.716 0.023 0.288 -0.384
O -3.024 -0.132 -0.244 -0.048
C -3.189 0.470 -1.492 -0.217
C -4.668 0.254 -1.924 -0.176
N -5.559 0.299 -0.761 -0.041
C -6.822 0.979 -0.999 -0.202
C -7.332 1.676 0.280 -0.441
C -8.366 2.767 -0.091 -0.056
O -6.313 2.225 1.066 -0.026
C -1.761 -0.714 1.692 -0.659
O -1.148 -1.811 1.819 -0.064
O -2.365 -0.118 2.579 -0.002
N -1.341 1.429 0.400 -0.119
O -2.368 2.207 0.954 -0.009
C -0.100 1.627 1.102 -0.172
C 0.332 3.107 1.121 -0.176
C 1.540 3.230 2.047 -0.208
C 2.811 2.515 1.569 -0.208
C 3.303 2.920 0.165 -0.211
C 4.307 4.093 0.231 -0.266
C 5.711 3.749 -0.266 -0.460
S 5.683 3.149 -1.980 1.023
C 7.103 2.169 -2.124 -0.710
N 7.440 1.601 -3.195 0.027
N 8.586 0.887 -2.937 0.051
C 8.868 1.088 -1.726 -0.217
O 7.988 1.904 -1.134 0.043
H 2.678 -5.765 4.289 0.082
H 3.846 -6.471 3.189 0.084
H 3.538 -4.705 3.189 0.082
H 0.668 -6.433 0.190 0.117
H 2.374 -6.691 -0.290 0.122
H 1.649 -5.459 -2.064 0.107
H 2.181 -4.174 -0.978 0.107
H -0.555 -4.914 -1.925 0.107
H -0.481 -4.425 -0.181 0.116
H 0.929 -2.464 -1.145 0.092
H 0.176 -2.803 -2.670 0.106
H -1.804 -1.917 -1.981 0.094
H -1.726 -2.627 -0.339 0.104
H 0.190 -0.885 0.045 0.100
H -0.391 -0.098 -1.420 0.121
H -3.009 1.549 -1.488 0.111
H -2.579 0.011 -2.278 0.104
H -4.694 -0.769 -2.321 0.108
H -4.963 0.961 -2.694 0.103
H -5.707 -0.621 -0.382 0.121
H -7.604 0.253 -1.276 0.115
H -6.741 1.691 -1.822 0.108
H -7.851 0.955 0.910 0.134
H -7.809 3.689 -0.244 0.073
H -9.122 2.888 0.678 0.067
H -8.860 2.473 -1.021 0.066
H -5.753 2.806 0.546 0.089
H -2.374 3.034 0.463 0.088
H 0.725 1.073 0.664 0.115
H -0.154 1.323 2.158 0.136
H 0.562 3.398 0.096 0.098
H -0.477 3.698 1.537 0.102
H 1.809 4.272 2.247 0.105
H 1.290 2.806 3.021 0.112
H 2.724 1.432 1.620 0.105
H 3.616 2.767 2.264 0.101
H 3.764 2.045 -0.292 0.089
H 2.497 3.207 -0.505 0.098
H 3.942 4.953 -0.332 0.104
H 4.384 4.440 1.260 0.105
H 6.299 4.663 -0.272 0.072
H 6.164 3.046 0.430 0.089
H 9.707 0.657 -1.218 0.128
```

Output
- net charge = -1
- HOMO (eV) = -4.00
- SMILES string = CC(=O)OCCCCCC[C@@](OCCNC[C@H](C)O)(C(=O)[O-])N(O)CCCCCCCSc1nnco1
- frontier orbital gap (eV) = 6.054
- LUMO (eV) = 2.05

---

No. 5
Below is a cluster of 3 separate species, C16H45N7O7P2S in total, with properties calculated with the ωB97M-V functional and the def2-TZVPD basis.

The geometry in XYZ format:
```
78
Properties=species:S:1:pos:R:3:lowdin_charge:R:1
C -1.968 0.508 -0.525 -0.063
C -2.153 -0.035 -1.951 -0.248
N -0.932 -0.404 -2.683 0.009
C -0.191 -1.516 -2.142 -0.306
O -1.011 -2.400 -1.367 -0.144
S -0.102 -3.149 -0.289 0.597
O 0.440 -4.303 -0.919 -0.216
O -0.795 -3.243 0.939 -0.204
O 1.016 -2.031 -0.146 -0.123
C 1.035 -1.136 -1.282 -0.361
O 2.226 -1.090 -1.956 0.056
H -1.177 0.000 0.028 0.061
H -1.731 1.572 -0.578 0.077
H -2.904 0.394 0.023 0.064
H -2.879 -0.845 -1.980 0.108
H -2.602 0.768 -2.539 0.112
H -0.322 0.406 -2.711 0.122
H 0.174 -2.138 -2.972 0.161
H 0.912 -0.149 -0.835 0.159
H 2.439 -1.959 -2.326 0.126
O -5.186 1.837 1.451 -0.291
P -6.260 1.445 2.393 0.595
N -7.067 0.116 1.685 -0.317
C -8.133 0.287 0.712 -0.121
C -6.128 -0.927 1.282 -0.137
N -7.201 2.885 2.483 -0.307
C -8.622 2.951 2.218 -0.140
C -6.525 4.114 2.086 -0.140
N -6.489 1.006 3.974 -0.313
C -7.129 -0.213 4.452 -0.099
C -6.088 1.944 5.015 -0.111
H -8.482 -0.699 0.400 0.082
H -7.821 0.843 -0.182 0.093
H -8.997 0.776 1.148 0.049
H -5.444 -1.162 2.101 0.077
H -5.524 -0.638 0.415 0.074
H -6.676 -1.840 1.043 0.083
H -8.861 2.872 1.151 0.074
H -9.012 3.908 2.573 0.080
H -9.163 2.177 2.766 0.079
H -6.535 4.276 1.001 0.084
H -5.486 4.106 2.406 0.066
H -7.017 4.961 2.571 0.080
H -8.206 -0.188 4.279 0.081
H -6.955 -0.305 5.525 0.080
H -6.723 -1.111 3.991 0.067
H -6.962 2.428 5.459 0.088
H -5.443 2.723 4.611 0.074
H -5.526 1.436 5.801 0.081
O 7.084 -1.309 -3.761 -0.288
P 7.506 -0.772 -2.447 0.594
N 7.874 -2.121 -1.466 -0.319
C 6.848 -2.834 -0.724 -0.120
C 8.796 -3.034 -2.134 -0.140
N 6.115 0.116 -1.961 -0.300
C 5.413 -0.082 -0.711 -0.138
C 5.193 0.498 -3.023 -0.137
N 8.602 0.273 -1.770 -0.313
C 9.566 -0.040 -0.723 -0.100
C 8.575 1.669 -2.190 -0.112
H 7.317 -3.657 -0.182 0.082
H 6.055 -3.246 -1.362 0.091
H 6.397 -2.205 0.036 0.051
H 9.653 -2.484 -2.532 0.074
H 8.329 -3.573 -2.965 0.082
H 9.180 -3.757 -1.411 0.082
H 4.827 -1.006 -0.706 0.065
H 4.721 0.747 -0.540 0.081
H 6.097 -0.078 0.141 0.079
H 4.497 -0.311 -3.274 0.071
H 5.727 0.770 -3.929 0.068
H 4.614 1.371 -2.711 0.083
H 9.073 -0.181 0.240 0.081
H 10.267 0.791 -0.630 0.079
H 10.158 -0.925 -0.945 0.066
H 8.127 2.298 -1.415 0.087
H 7.990 1.791 -3.100 0.074
H 9.583 2.031 -2.402 0.080
```

Output
- HOMO (eV) = -8.33
- SMILES string = CCN[C@@H]1OS(=O)(=O)O[C@H]1O.CN(C)P(=O)(N(C)C)N(C)C.CN(C)P(=O)(N(C)C)N(C)C
- frontier orbital gap (eV) = 8.950
- LUMO (eV) = 0.62

---

No. 6
Below is the molecule C4H5N3O, with properties calculated with the ωB97M-V functional and the def2-TZVPD basis.

The geometry in XYZ format:
```
13
Properties=species:S:1:pos:R:3:lowdin_charge:R:1
C 1.665 -1.237 -0.505 -0.095
C 0.527 -0.377 -0.093 -0.432
C -1.312 1.173 1.306 -0.232
C -1.447 0.375 -0.839 -0.121
H 1.984 -0.925 -1.534 0.056
H 2.501 -0.933 0.400 0.134
H 1.660 -2.570 -0.587 0.153
H -1.956 2.126 1.496 0.164
H -2.089 1.048 -1.478 0.154
N 0.703 0.088 1.049 0.064
N -0.061 1.115 1.475 0.051
N -0.345 -0.087 -1.238 0.166
O -1.828 0.205 0.548 -0.062
```

Output
- HOMO (eV) = -9.61
- SMILES string = CC1=NN=COC=N1
- frontier orbital gap (eV) = 9.751
- LUMO (eV) = 0.14

---

No. 7
Below is a cluster of 2 separate species, CH3IO3P in total, with properties calculated with the ωB97M-V functional and the def2-TZVPD basis.

The geometry in XYZ format:
```
9
Properties=species:S:1:pos:R:3:lowdin_charge:R:1
C -0.168 1.396 0.560 -0.216
O -3.974 1.254 0.194 -0.252
O -2.253 -0.595 0.259 -0.229
O -1.448 1.868 0.580 -0.249
P -2.608 0.784 0.061 0.574
I 4.413 0.198 0.044 -0.969
H 0.071 1.227 1.654 0.114
H 0.572 2.047 -0.068 0.117
H 0.062 0.409 -0.036 0.111
```

Output
- net charge = -1
- HOMO (eV) = -3.50
- frontier orbital gap (eV) = 4.059
- LUMO (eV) = 0.56